Record 1
The following is a DFT calculation (the ωB97M-V functional and the def2-TZVPD basis) of a structure of composition C16H17N6PtSSe at a distorted geometry.

Values from the calculation:
- HOMO level: -11.00 eV
- Energy: -105230.3797 eV
- Total charge: +1
- HOMO-LUMO gap: 6.954 eV
- Multiplicity: 1

Last column: Löwdin charge in e.
Atoms and positions in Å:
Pt (-0.471, -0.869, -1.260)  0.88
C (-5.577, 0.178, 1.079)  -0.08
C (-5.167, -1.251, 0.763)  -0.25
N (-3.836, -1.562, 1.282)  0.00
C (-2.684, -1.528, 0.619)  -0.74
S (-2.706, -1.303, -1.123)  0.57
N (-1.586, -1.750, 1.324)  0.01
N (-0.456, -1.632, 0.597)  -0.17
C (0.705, -1.818, 1.139)  -0.25
C (0.885, -2.178, 2.575)  0.00
C (1.844, -1.669, 0.226)  -0.23
C (3.167, -1.801, 0.612)  0.02
C (4.158, -1.757, -0.359)  -0.02
C (3.807, -1.589, -1.689)  -0.03
C (2.471, -1.410, -2.000)  -0.10
N (1.524, -1.437, -1.062)  -0.08
H (-6.582, 0.368, 0.698)  0.08
H (-4.893, 0.887, 0.611)  0.07
H (-5.586, 0.358, 2.155)  0.08
H (-5.167, -1.420, -0.310)  0.07
H (-5.864, -1.960, 1.208)  0.12
H (-3.743, -1.710, 2.276)  0.15
H (-0.082, -2.342, 3.036)  0.07
H (1.396, -1.374, 3.113)  0.10
H (1.488, -3.084, 2.667)  0.10
H (3.414, -1.937, 1.655)  0.12
H (5.197, -1.868, -0.076)  0.12
H (4.548, -1.582, -2.476)  0.12
H (2.140, -1.227, -3.013)  0.13
Se (-1.420, 2.051, -2.545)  1.16
N (-0.001, 1.191, -1.874)  -0.41
C (0.833, 2.102, -1.399)  -0.35
C (2.098, 1.854, -0.774)  -0.02
C (2.832, 2.911, -0.361)  -0.05
C (2.388, 4.271, -0.528)  -0.05
C (1.206, 4.556, -1.110)  0.00
C (0.382, 3.471, -1.566)  -0.37
N (-0.788, 3.640, -2.149)  -0.22
H (2.451, 0.843, -0.639)  0.08
H (3.791, 2.735, 0.110)  0.11
H (3.025, 5.073, -0.179)  0.11
H (0.857, 5.570, -1.250)  0.12

Record 2
The following is a DFT calculation (the ωB97M-V functional and the def2-TZVPD basis) of a cluster of 2 separate species, C16H17NO in total at a distorted geometry.

Values from the calculation:
- HOMO level: -7.84 eV
- Energy: -20405.1645 eV
- Relative energy (zero: lowest compared OMol25 entry of this formula, charge and spin): 15.26 kcal/mol
- HOMO-LUMO gap: 8.480 eV
- Multiplicity: 1

Last column: Löwdin charge in e.
Atoms and positions in Å:
C (-1.316, -3.840, -0.954)  -0.05
C (-0.454, -2.618, -0.943)  -0.21
C (-0.814, -1.312, -0.914)  -0.07
N (0.133, -0.528, -0.279)  0.09
C (1.215, -1.337, -0.005)  -0.22
C (2.477, -0.976, 0.429)  -0.03
C (3.419, -1.973, 0.614)  -0.10
C (3.087, -3.298, 0.320)  -0.11
C (1.811, -3.654, -0.067)  -0.03
C (0.847, -2.663, -0.277)  -0.13
H (-0.746, -4.770, -0.982)  0.07
H (-1.948, -3.981, -1.840)  0.07
H (-1.974, -3.866, -0.089)  0.08
H (-1.738, -0.896, -1.275)  0.11
H (0.210, 0.445, -0.537)  0.13
H (2.716, 0.069, 0.603)  0.11
H (4.431, -1.688, 0.862)  0.10
H (3.776, -4.122, 0.482)  0.10
H (1.582, -4.688, -0.288)  0.10
C (-2.998, 1.386, 0.222)  -0.08
C (-1.924, 2.417, 0.304)  -0.29
C (-1.398, 2.798, 1.545)  -0.04
C (-0.222, 3.514, 1.619)  -0.02
C (0.454, 3.882, 0.466)  -0.34
O (1.659, 4.494, 0.654)  0.05
C (-0.104, 3.590, -0.764)  -0.03
C (-1.273, 2.850, -0.844)  -0.06
H (-2.851, 0.478, 0.802)  0.08
H (-3.201, 0.990, -0.783)  0.07
H (-3.982, 1.761, 0.507)  0.08
H (-1.745, 2.374, 2.485)  0.12
H (0.107, 3.961, 2.552)  0.12
H (2.127, 4.579, -0.197)  0.11
H (0.411, 3.963, -1.637)  0.11
H (-1.774, 2.659, -1.789)  0.12

Record 3
The following is a DFT calculation (the ωB97M-V functional and the def2-TZVPD basis) of a cluster of 2 separate species, C16H17NO in total at a distorted geometry.

Values from the calculation:
- HOMO level: -7.87 eV
- Energy: -20404.0452 eV
- Relative energy (zero: lowest compared OMol25 entry of this formula, charge and spin): 41.08 kcal/mol
- HOMO-LUMO gap: 8.532 eV
- Multiplicity: 1

Last column: Löwdin charge in e.
Atoms and positions in Å:
C (1.027, -2.053, 0.677)  -0.06
C (0.044, -1.612, 1.695)  -0.23
C (-1.044, -2.315, 2.163)  -0.03
N (-1.843, -1.448, 2.971)  0.06
C (-1.205, -0.230, 3.024)  -0.24
C (-1.424, 0.788, 3.912)  -0.02
C (-0.752, 1.988, 3.620)  -0.10
C (0.412, 1.976, 2.866)  -0.09
C (0.762, 0.868, 2.054)  -0.02
C (-0.093, -0.247, 2.141)  -0.14
H (0.700, -2.912, 0.131)  0.07
H (1.884, -2.566, 1.148)  0.09
H (1.373, -1.171, 0.164)  0.05
H (-1.329, -3.332, 1.977)  0.11
H (-2.818, -1.588, 2.764)  0.14
H (-2.093, 0.762, 4.757)  0.11
H (-1.070, 2.798, 4.281)  0.10
H (0.898, 2.917, 2.679)  0.09
H (1.498, 0.907, 1.273)  0.09
C (1.368, 2.493, -1.996)  -0.06
C (0.714, 1.252, -2.560)  -0.27
C (0.445, 1.045, -3.888)  -0.06
C (-0.148, -0.133, -4.350)  -0.01
C (-0.388, -1.124, -3.397)  -0.32
O (-0.448, -2.402, -3.903)  0.03
C (-0.326, -0.915, -2.012)  -0.01
C (0.203, 0.314, -1.627)  -0.04
H (2.389, 2.257, -1.690)  0.08
H (0.921, 2.748, -1.028)  0.07
H (1.356, 3.430, -2.568)  0.08
H (0.675, 1.767, -4.680)  0.12
H (-0.379, -0.271, -5.404)  0.12
H (-0.842, -3.006, -3.256)  0.10
H (-0.799, -1.609, -1.330)  0.11
H (0.333, 0.623, -0.607)  0.07

Record 4
The following is a DFT calculation (the ωB97M-V functional and the def2-TZVPD basis) of a cluster of 2 separate species, C16H17NO in total at a distorted geometry.

Values from the calculation:
- HOMO level: -7.60 eV
- Energy: -20402.8091 eV
- Relative energy (zero: lowest compared OMol25 entry of this formula, charge and spin): 69.58 kcal/mol
- HOMO-LUMO gap: 8.428 eV
- Multiplicity: 1

Last column: Löwdin charge in e.
Atoms and positions in Å:
C (-2.157, 1.572, -0.076)  -0.09
C (-2.167, 0.511, -1.021)  -0.30
C (-2.447, 0.709, -2.386)  -0.04
N (-2.204, -0.558, -3.025)  0.03
C (-1.714, -1.485, -2.032)  -0.12
C (-1.368, -2.917, -2.116)  -0.01
C (-1.365, -3.575, -0.888)  -0.10
C (-1.535, -2.914, 0.329)  -0.10
C (-1.810, -1.590, 0.463)  -0.03
C (-1.839, -0.852, -0.708)  -0.13
H (-2.026, 1.307, 0.939)  0.05
H (-3.029, 2.263, 0.092)  0.09
H (-1.336, 2.338, -0.386)  0.10
H (-2.796, 1.677, -3.009)  0.16
H (-2.096, -0.578, -4.037)  0.13
H (-1.154, -3.382, -3.050)  0.08
H (-1.166, -4.605, -1.063)  0.09
H (-1.633, -3.462, 1.170)  0.06
H (-1.995, -1.159, 1.407)  0.10
C (3.226, 0.308, -0.986)  -0.06
C (2.471, 0.805, 0.245)  -0.30
C (1.541, 1.790, 0.321)  -0.03
C (1.117, 2.236, 1.617)  -0.01
C (1.437, 1.533, 2.742)  -0.37
O (0.988, 2.054, 3.938)  0.02
C (2.290, 0.483, 2.688)  -0.01
C (2.899, 0.183, 1.409)  -0.03
H (3.437, 1.281, -1.463)  0.08
H (2.930, -0.492, -1.687)  0.08
H (4.229, -0.119, -0.657)  0.08
H (1.198, 2.449, -0.387)  0.08
H (0.384, 3.057, 1.793)  0.13
H (1.471, 1.787, 4.759)  0.13
H (2.530, -0.075, 3.535)  0.09
H (3.689, -0.582, 1.528)  0.12